Entry 1:
Here is 2 unconnected molecules or ions with the total composition C34H39N4O4 in a non-equilibrium geometry from the OMol25 dataset. Energies are from ωB97M-V/def2-TZVPD.

```
81
Properties=species:S:1:pos:R:3:forces:R:3
C 0.190695 -6.704945 -1.101429 0.02 -0.14 0.11
C 0.174919 -5.270708 -0.588055 -0.17 -0.03 0.01
N -0.910470 -4.553053 -1.267379 -0.13 0.61 -0.23
C -0.837751 -3.137615 -1.126032 -0.18 -0.05 0.29
C -1.352393 -2.488872 0.013154 0.20 0.15 -0.36
C -1.220444 -1.113995 0.143090 0.00 0.13 0.12
C -0.664405 -0.308360 -0.895969 0.38 -0.60 -0.16
C -0.600055 1.113807 -0.795533 -0.52 0.08 -0.62
C -0.599108 2.049865 -1.870602 -0.23 0.07 -0.32
C -0.906096 1.698682 -3.227475 0.15 0.20 -0.24
C -0.791928 2.608351 -4.270125 -0.16 -0.11 0.15
C -0.366237 3.929133 -4.019498 0.46 0.36 -0.20
N -0.105206 4.859157 -5.055130 -0.81 -0.21 1.02
C 1.315781 5.056058 -5.327401 0.37 -0.38 -0.21
C 1.565088 6.178134 -6.328152 -0.27 0.08 -0.07
O 0.693487 6.070277 -7.457192 -0.19 0.23 0.82
C -0.677681 6.112050 -7.046020 0.26 -0.11 -0.21
C -1.015487 4.889542 -6.200654 0.27 -0.45 -0.17
C -0.158992 4.332935 -2.676437 0.07 -0.19 0.07
C -0.333908 3.439808 -1.634284 0.29 0.11 -0.01
C -0.115414 -1.004295 -2.015296 -0.17 0.03 -0.20
C -0.198026 -2.377238 -2.124930 0.05 -0.23 0.12
C -2.213101 -5.181689 -0.997834 0.29 0.04 0.17
C -2.126682 -6.596779 -1.560295 -0.06 -0.26 0.17
O -1.081087 -7.334830 -0.921644 0.22 0.62 -0.45
H 0.490884 -6.681033 -2.168031 -0.23 -0.19 0.33
H 0.909141 -7.307455 -0.526598 -0.20 0.19 -0.26
H 0.010582 -5.261403 0.509836 0.15 0.02 -0.29
H 1.115240 -4.763640 -0.827285 -0.03 -0.17 0.14
H -1.789663 -3.101123 0.803921 0.09 0.41 -0.14
H -1.559991 -0.656217 1.065385 0.06 0.09 -0.06
H -0.600076 1.533445 0.207539 0.00 -0.05 0.07
H -1.249313 0.696714 -3.467340 0.08 0.17 0.12
H -0.968740 2.304209 -5.307521 -0.09 0.02 0.54
H 1.811857 5.286500 -4.379774 0.08 -0.04 -0.15
H 1.744850 4.117021 -5.725678 -0.04 0.18 0.09
H 1.430949 7.142284 -5.798833 -0.02 -0.17 -0.44
H 2.587070 6.104941 -6.729061 -0.35 0.10 0.27
H -0.899021 7.016116 -6.443422 0.22 -0.20 -0.36
H -1.255151 6.124904 -7.980822 0.04 0.01 0.43
H -0.928084 3.966647 -6.799974 -0.04 0.27 -0.10
H -2.043736 4.971352 -5.829581 0.18 -0.05 -0.05
H 0.121154 5.378290 -2.504922 -0.22 -0.47 0.07
H -0.252933 3.807915 -0.607969 0.14 -0.23 -0.27
H 0.396145 -0.446552 -2.797933 -0.03 -0.15 0.26
H 0.214631 -2.917925 -2.981555 -0.09 0.30 0.29
H -2.429851 -5.211159 0.088134 -0.04 -0.07 -0.30
H -2.997475 -4.618564 -1.514086 0.10 -0.08 0.11
H -3.044360 -7.169453 -1.363598 0.24 0.28 -0.11
H -1.962531 -6.522025 -2.653612 0.03 -0.16 0.39
O -0.783319 -1.601292 3.329706 0.28 0.32 1.44
C -0.489447 -1.376016 4.502087 -0.05 0.33 -0.66
C -0.334806 -2.316080 5.638459 -0.13 -0.71 0.09
C 0.065483 -1.609744 6.762371 0.05 -0.43 0.58
C 0.231154 -2.240233 7.988991 -0.08 -0.20 -0.17
C -0.019012 -3.624800 8.054937 -0.08 0.13 -0.47
C -0.408159 -4.342433 6.905111 0.12 0.43 0.08
C -0.565168 -3.683200 5.674096 0.07 0.12 0.26
C 0.220619 -0.176436 6.394351 0.25 1.04 0.35
O 0.618699 0.773191 7.053096 -0.67 -1.41 -1.09
N -0.203415 -0.118723 5.045248 0.04 0.55 -0.78
C -0.169453 1.121156 4.238405 -0.24 -0.52 0.28
C 1.149494 1.272045 3.512326 1.13 0.73 0.90
C 1.486629 2.686523 2.993117 -0.32 -0.14 -0.05
C 2.653470 2.415295 2.024001 0.12 0.11 0.06
C 2.663726 0.885120 1.784162 0.24 -0.02 0.32
N 1.386781 0.425521 2.368488 -0.17 -0.36 -0.95
H 0.530109 -1.658068 8.859514 -0.06 -0.23 -0.15
H 0.082202 -4.152484 9.005165 -0.01 0.19 -0.31
H -0.594243 -5.416325 6.971327 0.08 0.36 0.01
H -0.864032 -4.191309 4.760274 0.02 -0.06 0.26
H -1.019095 1.092595 3.541630 0.20 0.03 0.18
H -0.297101 1.940364 4.958438 0.04 -0.15 -0.29
H 1.937545 1.104339 4.279686 -0.22 -0.16 0.01
H 0.632294 3.145834 2.475957 0.06 -0.18 0.07
H 1.774109 3.360784 3.811825 -0.14 -0.24 -0.21
H 2.553342 2.975663 1.090230 -0.01 -0.08 0.12
H 3.590892 2.727667 2.491583 -0.06 -0.04 -0.19
H 2.773683 0.648704 0.714876 -0.29 -0.13 0.34
H 3.548450 0.455953 2.301605 -0.43 0.05 -0.17
H 1.331490 -0.582819 2.552838 0.12 0.68 -0.05
```
Positions in Å, forces in eV/Å.

Properties
2S+1: 1
E_HOMO, hartree: -0.4078
Total charge: +1
E_LUMO, hartree: -0.1892
Orbital gap, eV: 5.95

These are the Löwdin partial charges, in e, on atoms 1 to 6: C -0.182; C -0.142; N -0.120; C -0.201; C 0.023; C 0.019



Entry 2:
Here is a molecular structure, C28H32N2O3RhS5Si from the OMol25 dataset. Energies are from ωB97M-V/def2-TZVPD.

```
72
Properties=species:S:1:pos:R:3:forces:R:3
Rh -0.086447 -0.096480 0.179674 -0.27 0.33 0.16
S -7.089927 -1.470273 1.736496 0.02 0.00 0.00
C -5.459292 -1.261736 1.402034 -0.01 -0.01 0.03
S -4.907131 -0.054018 0.242082 -0.36 0.15 -0.18
C -3.248329 -0.280133 0.489990 0.45 -0.22 0.21
C -2.867742 -1.094626 1.577957 0.06 0.21 -0.45
S -1.261417 -1.465042 1.999342 0.14 0.00 -0.13
S -4.166680 -1.711868 2.515619 -0.14 -0.17 0.26
S -2.146025 0.521942 -0.595785 0.05 -0.13 0.03
C 7.468092 -2.122474 0.052925 -0.12 0.02 0.04
O 6.173490 -2.080693 0.619093 0.07 -0.07 0.02
C 5.262889 -1.229410 0.070751 0.19 0.04 -0.09
C 5.570219 -0.370760 -1.003071 -0.19 -0.08 0.11
C 4.564476 0.434577 -1.481953 0.00 -0.03 0.00
C 3.257134 0.449675 -0.962783 -0.02 0.23 -0.15
C 2.276231 1.395285 -1.511440 0.12 -0.30 0.12
C 2.543414 2.170551 -2.787376 -0.02 -0.01 -0.03
O 1.173106 1.599071 -1.004105 0.04 -0.01 0.05
C 2.966154 -0.436155 0.130840 -0.22 -0.11 -0.06
O 1.813243 -0.585952 0.698732 0.18 0.15 0.30
C 4.006089 -1.252728 0.619067 0.02 0.10 -0.02
H 8.020327 -2.867796 0.618933 0.01 -0.01 0.01
H 7.972187 -1.157069 0.140026 0.03 0.02 -0.01
H 7.434578 -2.419970 -0.997813 0.00 0.00 -0.03
H 6.552553 -0.330715 -1.446525 0.01 0.00 0.00
H 4.814539 1.098700 -2.295146 0.01 -0.01 0.00
H 3.553844 2.137098 -3.177375 0.00 0.01 0.01
H 2.246392 3.205177 -2.622162 -0.01 0.00 0.00
H 1.868670 1.756539 -3.539715 0.01 0.01 -0.01
H 3.774320 -1.936776 1.424518 0.01 0.02 -0.03
C 3.460765 -4.608871 -0.420778 -0.02 -0.01 -0.03
C 2.377132 -4.489927 0.443173 -0.04 0.05 -0.06
C 1.320667 -3.648135 0.125326 0.08 -0.03 -0.06
C 1.316886 -2.914838 -1.067143 0.19 -0.27 0.02
C 2.415216 -3.048762 -1.920400 0.01 -0.05 0.06
C 3.480610 -3.886378 -1.603812 -0.09 0.00 0.04
Si -0.047251 -1.715352 -1.506469 -0.03 0.23 -0.02
C -1.679932 -2.548707 -1.840949 -0.21 -0.17 -0.02
C -2.315298 -3.363186 -0.896912 -0.06 0.03 -0.05
C -3.598659 -3.847201 -1.114548 0.05 0.06 -0.05
C -4.266520 -3.536800 -2.292675 0.01 -0.02 0.03
C -3.644319 -2.751876 -3.253162 0.08 0.00 0.04
C -2.363563 -2.262063 -3.025184 -0.09 -0.04 0.03
H 4.291219 -5.256128 -0.165329 0.00 0.00 0.01
H 2.361315 -5.043957 1.374293 0.01 0.00 -0.01
H 0.500338 -3.540904 0.827154 0.00 0.01 -0.01
H 2.447506 -2.478570 -2.843201 -0.01 -0.01 0.01
H 4.326256 -3.964816 -2.276948 0.00 0.00 0.00
H 0.387932 -1.128703 -2.805963 -0.02 0.10 -0.06
H -1.822348 -3.595773 0.040227 0.01 0.03 -0.01
H -4.087681 -4.440818 -0.351959 0.00 0.00 -0.01
H -5.275771 -3.895784 -2.452534 0.00 0.01 0.00
H -4.162334 -2.503096 -4.171758 0.00 -0.01 0.01
H -1.899871 -1.625793 -3.771833 0.00 0.00 0.02
C 0.069580 1.541004 5.496270 0.02 -0.03 0.06
C -0.252054 2.234557 4.177099 -0.06 -0.10 -0.03
C -1.766815 2.455659 4.074373 -0.05 -0.01 0.03
C 0.482795 3.567029 4.097235 0.04 0.08 -0.04
N 0.264752 1.332547 3.132401 0.01 0.11 -0.01
N -0.043925 1.705486 1.795948 0.10 -0.01 0.03
H -0.226335 2.166515 6.340792 -0.01 -0.01 -0.01
H 1.139709 1.337040 5.564601 -0.02 0.02 -0.01
H -0.465879 0.591047 5.574843 0.01 0.02 -0.02
H -2.128449 3.032068 4.929346 0.02 -0.01 -0.01
H -2.298023 1.500214 4.058573 0.02 0.02 -0.01
H -2.045524 3.016798 3.179032 0.00 -0.01 0.01
H 0.199603 4.209912 4.933629 0.00 -0.02 -0.01
H 0.238821 4.102174 3.175877 0.01 -0.03 0.01
H 1.562143 3.405657 4.125703 -0.02 -0.01 0.02
H -0.143815 0.408881 3.255919 0.01 0.00 0.00
H 0.677607 2.319118 1.435675 -0.01 -0.01 0.03
H -0.944299 2.173109 1.723117 -0.02 -0.04 -0.11
```
Positions in Å, forces in eV/Å.

Properties
<S²>: 6.0279
2S+1: 5
E_HOMO (alpha / beta), hartree: -0.0912 / -0.1751
Total charge: -1
E_LUMO (alpha / beta), hartree: 0.0838 / 0.0227
Orbital gap (alpha / beta), eV: 4.76 / 5.38

These are the Löwdin partial charges, in e, on atoms 1 to 6: Rh 0.570; S 0.369; C -1.531; S 0.829; C -1.102; C -1.156



Entry 3:
Here is a molecular structure, C5H11CoO4 in a non-equilibrium geometry from the OMol25 dataset. Energies are from ωB97M-V/def2-TZVPD.

```
21
Properties=species:S:1:pos:R:3:forces:R:3
O -0.884212 2.604981 0.566713 -0.59 0.40 0.09
Co 0.180306 1.309084 -0.087219 1.41 0.34 -0.05
O 2.040308 1.710311 -0.537607 0.29 -0.21 -0.46
C 2.925819 0.773801 -0.076344 1.48 -3.42 -0.26
C 2.321937 -0.591781 -0.018047 -0.93 0.37 1.25
O 1.016647 -0.527282 0.456846 -0.50 -1.01 0.17
C 0.181036 -1.658624 0.235745 0.07 -0.16 -0.10
C -1.243274 -1.179353 0.357431 -0.24 -0.10 0.22
O -1.367998 -0.014831 -0.452600 -0.21 -0.53 -0.34
C -2.713473 0.405206 -0.644072 -0.42 0.21 0.00
H 3.481788 1.063305 0.843513 -0.40 -0.05 -0.33
H 3.759892 0.072714 -0.661507 -0.11 3.38 -0.49
H 2.648878 -1.531789 -0.478816 -0.29 0.45 0.28
H -0.533714 3.389669 0.986461 0.06 0.04 0.06
H 0.391836 -2.444781 0.974129 -0.03 0.16 -0.15
H 0.372761 -2.046719 -0.774850 -0.05 0.06 0.18
H -1.496588 -0.926190 1.399165 0.06 -0.03 -0.20
H -1.929571 -1.962672 0.006791 0.09 0.16 0.05
H -2.688789 1.314750 -1.250527 0.02 -0.20 0.24
H -3.274893 -0.379350 -1.169281 0.14 0.11 0.10
H -3.188700 0.619552 0.324080 0.16 0.02 -0.25
```
Positions in Å, forces in eV/Å.

Properties
<S²>: 6.0137
2S+1: 5
E_HOMO (alpha / beta), hartree: -0.2730 / -0.3077
E_LUMO (alpha / beta), hartree: 0.0201 / 0.0171
Orbital gap (alpha / beta), eV: 7.98 / 8.84

These are the Löwdin partial charges, in e, on atoms 1 to 6: O -0.363; Co 0.812; O -0.282; C -0.391; C -0.120; O -0.195



Entry 4:
Here is a single C6H11N molecule in a non-equilibrium geometry from the OMol25 dataset. Energies are from ωB97M-V/def2-TZVPD.

```
18
Properties=species:S:1:pos:R:3:forces:R:3
C -1.757235 1.118627 -0.415514 -0.04 -0.08 -0.13
C -0.368881 1.148192 0.203212 0.06 -0.15 -0.19
C 0.402859 -0.217338 0.175684 -0.03 -0.27 -0.22
C 1.726578 0.021825 0.956495 0.04 -0.16 -0.22
C 0.462134 -1.157855 -1.196504 0.01 0.29 0.33
C -0.394931 -1.252705 0.869625 -0.57 -0.86 0.38
N -0.973824 -2.230982 1.089936 0.32 1.03 0.48
H -1.695278 0.806690 -1.460465 -0.14 0.03 0.02
H -2.230750 2.105924 -0.381667 0.13 -0.16 0.00
H -2.407690 0.418634 0.120710 0.09 0.06 -0.13
H -0.465511 1.483301 1.252214 0.19 -0.39 -0.29
H 0.252348 1.918145 -0.272489 -0.03 -0.27 -0.10
H 1.537103 0.475998 1.943768 -0.20 -0.23 -0.41
H 2.277189 -0.903942 1.137828 -0.04 0.04 -0.17
H 2.373194 0.725844 0.423102 -0.12 -0.19 -0.10
H 0.922906 -2.085498 -0.840129 -0.14 0.14 -0.10
H -0.584737 -1.390850 -1.419542 0.25 0.01 0.05
H 0.924526 -0.984012 -2.186264 0.23 1.14 0.80
```
Positions in Å, forces in eV/Å.

Properties
SMILES: CCC(C)(C)C#N
2S+1: 1
E_HOMO, hartree: -0.4141
E_LUMO, hartree: 0.0299
Orbital gap, eV: 12.08

These are the Löwdin partial charges, in e, on atoms 1 to 6: C -0.105; C -0.220; C -0.442; C -0.054; C -0.023; C -0.253